{"formula": "C23H35Br6N3O2", "method": "ωB97M-V with the def2-TZVPD basis set", "elements": ["H", "H", "H", "Br", "Br", "C", "H", "C", "C", "C", "C", "H", "H", "H", "C", "C", "O", "C", "H", "N", "H", "C", "H", "H", "H", "H", "N", "C", "Br", "C", "C", "H", "H", "H", "H", "H", "C", "H", "Br", "C", "Br", "C", "H", "H", "C", "H", "H", "H", "C", "C", "H", "C", "Br", "H", "H", "H", "O", "N", "C", "C", "H", "H", "H", "H", "H", "C", "H", "H", "C"], "coordinates": [[-0.274006, -0.267464, -1.226397], [-4.914035, -4.029900, -1.304131], [-3.582108, -1.033712, -4.897203], [-7.108408, 2.889494, -3.079284], [5.585270, 3.964686, -0.146952], [-0.368066, -0.201470, -0.154946], [-4.998823, 3.821938, -1.437336], [-4.096920, -2.016124, -1.664977], [2.927477, 2.993935, -0.382749], [0.340154, 1.685292, 4.794364], [5.882375, 0.422494, 1.037915], [-2.643763, 0.784328, 1.994882], [-4.359057, 3.927543, -3.124143], [-0.274228, 1.587090, 2.706967], [6.843992, -0.466196, 0.535776], [3.694128, 4.328750, -0.397200], [0.855321, -0.538873, 0.436303], [-0.522899, -3.620963, -1.186160], [3.387126, 0.668918, 5.884995], [-4.143464, -2.918161, -4.351274], [-0.757028, 0.769273, 0.125751], [2.620508, 0.951698, 5.202921], [1.086887, 0.020881, 1.217151], [-1.080500, -2.742785, -1.566164], [2.970326, 2.497918, 0.585791], [3.044337, -0.866877, 0.118878], [4.584726, 0.276543, 0.874670], [4.131649, -0.792643, 0.218857], [-1.050793, -3.894774, 0.611679], [0.954666, -3.478826, -1.268096], [-4.592039, -3.284595, -2.018910], [-1.099651, -0.943503, 0.178683], [-3.365414, -0.168430, -2.526711], [3.308712, 2.243973, -1.081192], [-3.690287, 0.680377, 0.110101], [-0.823802, -4.430809, -1.859684], [6.347866, -1.674454, 0.011014], [3.457816, 5.004250, 0.414901], [1.123150, 3.427486, -0.808769], [2.734488, 0.714228, 3.793785], [-2.881706, 2.612880, -1.708155], [-3.343388, -0.034824, 1.934580], [1.385950, -2.692214, -0.635706], [1.290460, 1.647696, 6.776874], [-3.613356, -1.228871, -2.720628], [6.152316, 1.279539, 1.684784], [-2.848614, -0.983578, 1.891683], [7.907651, -0.371167, 0.640643], [0.538904, 1.426715, 3.451437], [-4.538008, 3.288816, -2.274849], [4.548508, -2.714350, -0.622616], [1.410615, 1.457522, 5.715830], [1.381199, -2.957290, -3.053598], [3.647496, 0.321519, 3.348148], [-4.901126, -4.686422, -3.580325], [7.025191, -2.434365, -0.341733], [-4.172773, 0.171484, 0.787852], [1.715909, 0.954949, 2.966925], [-3.757331, -1.677497, -4.037991], [-4.522256, -3.699273, -3.325560], [1.461374, -4.401606, -0.981249], [-4.044213, -1.650198, -0.651375], [3.556124, 4.812857, -1.356822], [-5.472237, 1.364071, -1.818566], [-0.592180, 2.068170, 5.193355], [-5.388974, 2.112161, -2.657483], [-5.009569, 1.580380, -3.535906], [-4.048578, -0.038896, 2.755434], [4.976934, -1.818748, -0.218088]], "forces_ev_per_angstrom": [[0.0, 0.1, -0.5], [-0.2, 0.3, 0.3], [0.3, 0.0, 0.2], [-0.4, -0.3, -0.1], [0.2, 0.0, -0.1], [-0.5, -0.7, 0.6], [0.2, 0.0, -0.3], [0.4, -0.6, -1.2], [1.0, 0.3, 0.6], [1.0, 0.0, 1.2], [1.2, 0.5, 0.5], [0.4, 0.1, 0.5], [0.0, 0.3, -0.1], [0.7, -0.1, 0.6], [-1.3, -1.2, 0.2], [0.0, -1.0, -0.2], [1.0, 0.5, 0.7], [-0.8, 0.5, -1.4], [0.7, 0.0, 0.2], [-0.2, 0.1, 0.5], [0.1, 0.5, 0.0], [-1.5, 0.1, -1.1], [-0.2, -0.3, -0.6], [0.5, -0.3, 0.4], [-0.2, 0.2, 0.1], [0.4, 0.1, -0.1], [-0.7, -0.1, -0.1], [0.1, -0.5, 0.0], [-0.4, -0.4, 0.7], [0.9, 0.5, 1.0], [0.8, 0.3, 0.8], [-0.3, 0.0, -0.2], [0.2, -0.8, -0.2], [-0.1, 0.5, -0.2], [-0.2, -0.3, 0.5], [-0.2, -0.2, 0.6], [-0.3, 1.0, -0.7], [-0.4, -0.1, 0.0], [-0.9, -0.1, -0.1], [-0.9, 0.5, 1.4], [1.6, -0.4, 0.6], [-1.1, 0.6, -0.6], [-0.5, -0.1, -0.1], [0.0, 0.0, -0.1], [-1.1, 0.8, 0.3], [0.1, -0.4, -0.7], [0.5, -0.6, -0.1], [0.2, 0.4, 0.2], [0.4, -0.2, -0.2], [-0.9, -0.1, 0.2], [0.0, -0.3, -0.3], [0.1, -0.4, -1.9], [0.4, 0.0, -0.7], [-0.2, 0.1, 0.1], [0.2, 0.0, -0.1], [0.2, -0.2, 0.1], [0.2, 0.2, -0.7], [-0.4, 0.1, 0.0], [0.1, -0.5, 0.1], [-0.3, 0.3, -0.9], [-0.1, 0.0, -0.4], [-0.2, -0.1, 0.1], [0.2, 0.1, 0.0], [-0.2, 0.9, -0.8], [0.0, 0.0, -0.3], [-0.1, -0.8, 0.5], [-0.2, 0.2, 0.1], [0.2, 0.1, 0.5], [0.1, 0.8, 0.9]], "homo_energy_ev": -9.6, "homo_lumo_gap_ev": 10.07, "smiles": "c1ccncc1.c1ccncc1.c1ccncc1.BrCCBr.BrCCBr.BrCCBr.CO.CO", "total_charge": 0}

=====

{"formula": "C23H35BrMoN2OSi", "method": "ωB97M-V with the def2-TZVPD basis set", "elements": ["H", "H", "C", "N", "H", "C", "C", "H", "H", "C", "H", "H", "C", "H", "H", "H", "C", "H", "H", "O", "H", "C", "Mo", "C", "C", "C", "C", "C", "C", "H", "H", "H", "H", "H", "H", "C", "C", "H", "H", "H", "H", "C", "H", "C", "C", "C", "H", "C", "H", "H", "Br", "H", "H", "H", "Si", "H", "C", "H", "N", "H", "H", "H", "C", "C"], "coordinates": [[0.824408, 1.067749, 1.174886], [-0.567235, 3.294305, -5.288425], [0.633603, -2.863456, 0.469631], [1.307568, 2.836293, -2.842666], [3.783212, 4.807143, -1.670721], [-0.505490, -3.388643, 1.082287], [4.247614, 3.133336, 1.190648], [-3.812160, -1.510852, -1.528216], [-2.557021, -3.052206, 1.521257], [-0.485040, -4.730591, 1.807015], [0.675234, 2.224148, -5.918134], [-1.496826, -6.631813, 1.646933], [0.895688, -5.383238, 1.762715], [4.729280, 2.211942, 0.860693], [-3.963057, -1.466363, 2.214869], [0.655026, 4.831025, 0.808741], [0.200709, 2.574032, -5.001508], [2.379819, 0.805404, 1.930486], [3.615127, 5.608048, -4.044649], [-0.614606, 0.223846, -0.998844], [-3.914541, 1.253901, 1.056969], [-3.155437, -0.644632, 0.355667], [0.707568, 1.485352, -1.282238], [-0.687927, -0.930225, -0.240021], [2.054174, 4.246846, -4.556310], [1.560362, 4.667052, 1.395178], [-1.687494, -2.642797, 1.029350], [1.621169, 1.570012, 1.749895], [3.069141, 4.384845, -2.363162], [-2.513592, -5.271711, 1.181279], [0.853701, -6.342509, 2.277123], [-1.888032, -4.107352, 3.374596], [-5.156249, -0.777427, 1.119162], [1.163341, 1.825604, 2.707367], [-2.528086, 0.668859, 1.977122], [2.966926, 4.817127, -3.690596], [-2.952048, 0.748752, 0.974128], [-1.244374, -5.840237, 0.088016], [2.225299, 5.519898, 1.244027], [1.222584, -5.579022, 0.739000], [1.650053, -4.776397, 2.268737], [-0.879204, -4.509919, 3.276668], [4.492244, 3.277256, 2.246565], [-1.499032, -5.669044, 1.135418], [1.209183, 3.226936, -4.115859], [-4.238070, -1.362494, 1.163805], [-0.281105, 1.729619, -4.511185], [-3.644158, -0.523733, -1.095403], [-4.460586, -2.349861, 0.756595], [-0.185580, -3.827383, 3.771270], [2.001417, -0.783080, -1.013616], [-4.590503, 0.017977, -1.119355], [1.981588, 4.583739, -5.580917], [-0.852232, -5.462844, 3.805911], [2.424214, 3.088623, 0.980822], [-2.304168, 1.381949, 0.366663], [-1.832476, -1.416293, 0.388346], [-2.937924, 0.011342, -1.729862], [2.040141, 2.723903, -0.755875], [4.686827, 3.972378, 0.646876], [1.584980, -3.373818, 0.495825], [1.272805, 4.662351, 2.448949], [2.211168, 3.393121, -1.983849], [0.488082, -1.656777, -0.160081]], "forces_ev_per_angstrom": [[-0.1, 0.1, 0.1], [0.0, 0.0, 0.0], [0.0, 0.0, 0.0], [0.1, 0.2, 0.2], [0.0, 0.0, 0.0], [0.0, 0.0, 0.0], [0.1, 0.0, 0.0], [0.0, 0.0, 0.0], [0.0, 0.0, 0.0], [0.0, 0.0, 0.1], [0.0, 0.0, 0.0], [0.0, 0.0, 0.0], [0.0, 0.0, 0.0], [0.0, 0.0, 0.0], [0.0, 0.0, 0.0], [0.0, 0.0, 0.0], [0.0, 0.0, 0.0], [0.0, 0.0, 0.0], [0.0, 0.0, 0.0], [-0.1, 0.4, 0.7], [0.0, 0.0, 0.0], [0.0, 0.0, 0.0], [-0.2, -0.6, -0.9], [0.2, -0.2, -0.2], [0.0, 0.0, 0.0], [0.1, 0.1, 0.0], [0.0, -0.1, 0.0], [0.1, 0.0, 0.1], [0.1, 0.0, 0.1], [0.0, 0.0, 0.0], [0.0, 0.0, 0.0], [0.0, 0.0, 0.0], [0.0, 0.0, 0.0], [0.0, 0.0, 0.0], [0.0, 0.0, 0.0], [0.0, 0.0, -0.1], [0.0, -0.1, 0.0], [0.0, 0.0, 0.0], [-0.1, 0.0, 0.0], [0.0, 0.0, 0.0], [0.0, 0.0, 0.0], [0.0, 0.0, 0.0], [0.0, 0.0, 0.0], [0.0, 0.0, 0.0], [0.0, -0.1, 0.0], [0.0, 0.0, 0.0], [0.0, 0.0, 0.0], [0.0, 0.0, 0.0], [0.0, 0.0, 0.0], [0.0, 0.0, 0.0], [0.2, -0.2, 0.0], [0.0, 0.0, 0.0], [0.0, 0.0, 0.0], [0.0, 0.0, 0.0], [-0.1, -0.2, 0.2], [0.0, 0.0, 0.0], [-0.2, 0.2, -0.1], [0.0, 0.0, 0.0], [-0.2, 0.3, 0.1], [0.0, 0.0, 0.0], [0.0, 0.0, 0.0], [0.0, 0.0, 0.0], [-0.2, -0.1, -0.2], [0.1, 0.3, -0.1]], "multiplicity": 3, "relative_energy_kcal_mol": 0.0, "homo_energy_ev": [-14.5, -14.5], "homo_lumo_gap_ev": [5.93, 6.54], "s_squared": 2.0736, "total_charge": 2}